ORCA calculation (wB97M-V/def2-TZVPD) on the ion CNO4S with charge -1.

Results
Net charge   -1
Molar mass   122.1 g/mol
Energy relative to the best compared isomer or geometry (same formula, charge and spin)   3.304 eV
F_max   0.05503 Eh/bohr
LUMO   3.717 eV
Structure (SMILES)   O=[N+]([O-])OC([O-])=S
Kohn-Sham gap   0.2920 hartree

Each line ends with the Löwdin charge.
Cartesian coordinates (Å):
O (1.93176, 0.76940, -0.91818)  0.072
N (1.10703, -0.02959, -0.64521)  -0.438
O (1.11448, -1.19883, -1.02381)  0.050
O (-0.06282, 0.59876, -0.17988)  -0.151
C (-1.06021, -0.04058, 0.81473)  -1.087
O (-0.67485, -0.95961, 1.46584)  -0.010
S (-2.35539, 0.86046, 0.48651)  0.564

ORCA calculation (wB97M-V/def2-TZVPD) on a structure of composition CNa4O3.

Results
Net charge   +2
Molar mass   152.0 g/mol
Energy relative to the best compared isomer or geometry (same formula, charge and spin)   0.000 eV
F_max   0.02953 Eh/bohr
LUMO   -6.855 eV
Kohn-Sham gap   0.2865 hartree

Each line ends with the Löwdin charge.
Cartesian coordinates (Å):
Na (2.68569, 1.46490, -1.30617)  0.864
Na (-3.39514, 0.89490, -0.53777)  0.860
Na (2.02779, -2.71372, 0.34381)  0.871
Na (-0.53964, 1.77938, 1.52954)  0.805
C (-0.17417, -0.39259, -0.01693)  -0.888
O (0.83188, 0.46709, -0.11323)  -0.222
O (-0.05679, -1.62958, 0.02362)  -0.061
O (-1.37962, 0.12962, 0.07713)  -0.229

ORCA calculation (wB97M-V/def2-TZVPD) on a structure of composition CNa9O3.

Results
Net charge   +7
Molar mass   266.9 g/mol
Energy relative to the best compared isomer or geometry (same formula, charge and spin)   12.282 eV
F_max   0.09544 Eh/bohr
LUMO   -24.531 eV
Kohn-Sham gap   0.3684 hartree

Each line ends with the Löwdin charge.
Cartesian coordinates (Å):
Na (0.90532, -1.05426, 2.89667)  0.928
Na (-0.66230, -1.99939, -3.01767)  0.927
Na (-2.31458, 0.00176, 3.06407)  0.925
Na (-2.05892, -2.11011, 0.43861)  0.879
Na (0.46842, 1.99508, -2.90273)  0.928
Na (-2.53715, 1.53284, 0.03599)  0.919
Na (0.24437, 2.36626, 1.64619)  0.876
Na (2.37292, -1.52238, -1.87568)  0.907
Na (3.19129, 1.28464, -0.17765)  0.915
C (0.12666, -0.11214, -0.02746)  -0.993
O (0.76488, 0.81766, -0.54761)  -0.052
O (0.06946, -1.24645, -0.54524)  -0.034
O (-0.57037, 0.04648, 1.01251)  -0.128